Computed, not measured: an isolated molecule of C3H3F3 in a non-equilibrium geometry, with ωB97M-V with the def2-TZVPD basis set.

For the total energy, the calculation gives -11310.9747 eV. The largest force on an atom is 0.0421 Eh/bohr. For the LUMO energy, the calculation gives 0.922 eV. As for the energy above the lowest of the compared OMol25 structures with the same formula, charge and spin: 0.5835 eV. As for the SMILES: FCC=C(F)F. Its HOMO energy is -10.31 eV.

XYZ file:
```
9
Properties=species:S:1:pos:R:3:forces:R:3
C 1.137651 0.344763 0.181571 -1.30 1.35 -1.09
C -0.146690 -0.452008 0.170042 1.36 -1.31 0.14
C -1.359013 -0.079223 -0.159177 -1.20 -0.41 0.02
H 1.638212 0.486687 1.141069 -0.19 -0.38 0.00
H 0.893829 1.378819 -0.232831 0.67 -1.20 0.34
H 0.035699 -1.546398 0.230957 -0.47 0.86 0.16
F 2.009938 -0.336783 -0.677804 -0.08 0.49 0.32
F -1.815070 1.136491 -0.376249 0.35 0.13 0.02
F -2.394558 -0.932351 -0.277577 0.85 0.47 0.10
```
Positions in Å, forces in eV/Å.

=====

Computed, not measured: a structure of composition C9H4AlClF4IN2S in a non-equilibrium geometry, with ωB97M-V with the def2-TZVPD basis set.

For the total energy, the calculation gives -61309.0402 eV. The largest force on an atom is 0.0916 Eh/bohr. Its total charge is -1. For the LUMO energy, the calculation gives 0.465 eV. As for the energy above the lowest of the compared OMol25 structures with the same formula, charge and spin: 3.3155 eV. Its HOMO energy is -6.75 eV.

XYZ file:
```
23
Properties=species:S:1:pos:R:3:forces:R:3
C 2.992520 -1.794812 -0.923685 -1.59 0.38 0.04
C 2.381276 -0.944515 -1.564120 -0.33 0.02 0.15
C 1.421154 0.085051 -2.289715 0.05 -1.48 1.04
C -0.041419 -0.154441 -1.683821 -1.91 -2.27 -0.51
C -0.732013 -1.385942 -2.183079 -0.28 1.62 1.29
C -2.128042 -1.807451 -1.704332 1.89 1.32 0.10
N -2.838656 -2.963025 -2.086124 0.16 3.99 2.51
S -4.261002 -2.802020 -1.181820 2.12 2.05 0.26
N -3.999041 -1.365735 -0.340941 1.95 -0.06 -1.17
C -2.746902 -0.836353 -0.679030 -1.13 -2.21 -0.87
C -2.059085 0.432467 -0.165983 2.34 -0.24 -1.39
Cl -2.870336 1.520282 1.006064 0.70 -1.44 -1.31
C -0.686076 0.775997 -0.645932 -2.46 -2.29 -0.50
I 0.409455 2.514640 0.053370 -0.98 -1.42 -0.32
H 3.194548 -2.620872 -0.185790 0.10 1.53 -1.43
H 1.367060 -0.181202 -3.394855 0.23 0.54 1.44
H 1.770500 1.143104 -2.110520 -0.39 -1.27 -0.32
H -0.239124 -2.081806 -2.933674 -0.46 1.22 1.09
F 0.711401 1.485919 5.534189 0.92 0.85 -0.79
Al 1.813227 2.492878 4.604165 0.01 -0.06 0.12
F 2.589829 1.520029 3.360087 -0.66 0.84 0.96
F 3.037707 3.166240 5.672413 -1.02 -0.55 -0.91
F 0.913011 3.801569 3.843141 0.74 -1.07 0.52
```
Positions in Å, forces in eV/Å.

=====

Which value of LUMO does entry 1 give? 0.922 eV